*w*
Computed, not measured: 11 unconnected molecules or ions with the total composition BH24O10, with ωB97M-V/def2-TZVPD.

Bonds (Å) are listed after each position.
Atoms and positions in Å:
1 B -0.53 0.11 0.05  H2 1.210, H3 1.302, H4 1.153, H5 1.285
2 H -1.68 -0.11 -0.25  B1 1.210
3 H 0.30 -0.58 -0.67  B1 1.302
4 H -0.09 1.18 -0.02  B1 1.153
5 H -0.36 -0.45 1.19  B1 1.285
6 O 0.05 -1.47 3.53  H7 0.926, H8 1.012
7 H -0.04 -0.91 2.80  O6 0.926
8 H -0.04 -2.32 2.98  O6 1.012
9 O -1.26 1.21 -2.87  H10 0.987, H11 0.960
10 H -0.31 1.20 -3.13  O9 0.987
11 H -1.19 0.74 -2.03  O9 0.960
12 O 0.86 -1.24 -4.19  H13 1.045, H14 1.038
13 H 0.08 -0.81 -3.64  O12 1.045
14 H 1.50 -0.54 -4.60  O12 1.038
15 O 1.34 -3.36 -1.84  H16 0.970, H17 0.973
16 H 1.22 -2.43 -2.09  O15 0.970
17 H 2.18 -3.19 -1.38  O15 0.973
18 O -0.43 -3.33 0.23  H19 0.983, H20 0.973
19 H -0.52 -2.35 0.30  O18 0.983
20 H -0.23 -3.44 -0.72  O18 0.973
21 O -1.17 1.62 3.12  H22 1.004, H23 0.839
22 H -0.23 1.65 2.76  O21 1.004
23 H -1.69 2.07 2.64  O21 0.839
24 O 1.86 3.47 1.13  H25 0.974, H26 0.951
25 H 2.46 3.20 1.85  O24 0.974
26 H 1.51 2.60 1.03  O24 0.951
27 O -2.94 0.00 2.99  H28 1.030, H29 0.988
28 H -2.30 -0.09 2.19  O27 1.030
29 H -2.47 0.46 3.73  O27 0.988
30 O -1.50 3.74 -1.85  H31 0.913, H32 0.909
31 H -1.59 2.83 -1.82  O30 0.913
32 H -1.37 3.94 -2.72  O30 0.909
33 O 3.06 -0.90 0.70  H34 1.005, H35 0.959
34 H 3.36 -1.71 0.17  O33 1.005
35 H 2.14 -0.77 0.44  O33 0.959

The LUMO energy comes out at 2.40 eV. The calculation puts the HOMO-LUMO gap at 9.3 eV. The charge is -1.

Löwdin population analysis, charges in e, atoms 1 to 8: atom 1 (B): -0.374, atom 2 (H): -0.008, atom 3 (H): -0.022, atom 4 (H): -0.061, atom 5 (H): -0.026, atom 6 (O): -0.081, atom 7 (H): -0.087, atom 8 (H): 0.075

=====

*x*
Computed, not measured: 11 unconnected molecules or ions with the total composition BH24O10, with ωB97M-V/def2-TZVPD.

Bonds (Å) are listed after each position.
Atoms and positions in Å:
1 B -0.49 -0.49 -0.74  H2 1.079, H3 1.079, H4 1.079, H5 1.079
2 H 0.34 -0.84 -0.15  B1 1.079
3 H -1.02 0.33 -0.28  B1 1.079
4 H -0.06 -0.12 -1.65  B1 1.079
5 H -1.17 -1.30 -0.98  B1 1.079
6 O 3.49 -2.90 4.57  H7 0.957, H8 0.957
7 H 3.43 -3.56 3.88  O6 0.957
8 H 2.60 -2.54 4.63  O6 0.957
9 O 4.71 -1.73 -6.13  H10 0.957, H11 0.957
10 H 3.92 -1.96 -5.64  O9 0.957
11 H 5.43 -1.88 -5.52  O9 0.957
12 O 1.09 -4.26 -3.48  H13 0.957, H14 0.957
13 H 0.76 -3.57 -2.91  O12 0.957
14 H 1.01 -5.06 -2.96  O12 0.957
15 O -4.54 -3.73 -3.81  H16 0.957, H17 0.957
16 H -3.96 -3.55 -3.07  O15 0.957
17 H -3.96 -3.82 -4.56  O15 0.957
18 O -1.53 6.51 1.65  H19 0.957, H20 0.957
19 H -1.62 5.91 0.91  O18 0.957
20 H -0.59 6.73 1.67  O18 0.957
21 O -2.64 -1.79 3.67  H22 0.957, H23 0.957
22 H -2.27 -1.45 2.86  O21 0.957
23 H -2.74 -1.01 4.22  O21 0.957
24 O -3.45 3.84 -1.93  H25 0.957, H26 0.957
25 H -4.27 4.03 -1.46  O24 0.957
26 H -3.29 2.91 -1.74  O24 0.957
27 O -3.55 3.26 5.09  H28 0.957, H29 0.957
28 H -4.17 3.72 5.66  O27 0.957
29 H -3.34 3.90 4.40  O27 0.957
30 O 2.48 1.94 2.51  H31 0.957, H32 0.957
31 H 1.85 1.63 1.86  O30 0.957
32 H 1.94 2.40 3.16  O30 0.957
33 O 5.51 -0.41 -1.45  H34 0.957, H35 0.957
34 H 5.45 -0.43 -0.50  O33 0.957
35 H 4.65 -0.70 -1.76  O33 0.957

The LUMO energy comes out at 2.22 eV. The calculation puts the HOMO-LUMO gap at 7.4 eV. The charge is -1.

Löwdin population analysis, charges in e, atoms 1 to 8: atom 1 (B): -0.472, atom 2 (H): -0.128, atom 3 (H): -0.128, atom 4 (H): -0.124, atom 5 (H): -0.128, atom 6 (O): -0.059, atom 7 (H): 0.027, atom 8 (H): 0.031

=====

The winner here is *w*, beating the second structure by 69.7 kJ/mol.